(1)
{
  "formula": "C32H22BiN6O5",
  "method": "ωB97M-V/def2-TZVPD",
  "charge": -1,
  "multiplicity": 1,
  "gap_ev": 7.370,
  "fmax_ha_per_bohr": 0.0597,
  "e_tot_ha": -2152.104988,
  "species": ["Bi", "O", "C", "N", "C", "C", "C", "C", "C", "C", "N", "C", "O", "C", "C", "C", "C", "C", "N", "C", "C", "C", "C", "C", "N", "H", "H", "H", "H", "H", "H", "H", "H", "H", "H", "H", "H", "O", "C", "C", "C", "C", "C", "C", "C", "O", "N", "N", "C", "C", "C", "C", "C", "C", "C", "O", "H", "H", "H", "H", "H", "H", "H", "H", "H", "H"],
  "xyz": [[0.77375, -0.43611, 0.51165], [3.12320, -1.60341, 4.14631], [2.48247, -1.54630, 3.07820], [2.16791, -0.43333, 2.38243], [2.61082, 0.86681, 2.78042], [3.80582, 1.19116, 3.47637], [4.12805, 2.53826, 3.78521], [3.31521, 3.52821, 3.26577], [2.21414, 3.25699, 2.42516], [1.85079, 1.96527, 2.23859], [0.66685, 1.58105, 1.48733], [-0.31188, 2.45380, 1.15084], [-0.36995, 3.64915, 1.26102], [-1.52237, 1.81565, 0.60494], [-2.44691, 2.63355, -0.00061], [-3.59514, 2.01447, -0.47608], [-3.74783, 0.66038, -0.38654], [-2.79161, -0.08286, 0.26543], [-1.63834, 0.44434, 0.66090], [2.12505, -2.87233, 2.46002], [2.55778, -4.05886, 3.00663], [2.04354, -5.32807, 2.56471], [1.07322, -5.30286, 1.56995], [0.72732, -4.05480, 1.02795], [1.25416, -2.89277, 1.46895], [4.37488, 0.33719, 3.84589], [4.97743, 2.79706, 4.40970], [3.56243, 4.56877, 3.42823], [1.64927, 4.03591, 1.96582], [-2.31610, 3.68928, -0.03644], [-4.29596, 2.73595, -0.99100], [-4.64605, 0.16010, -0.82401], [-2.91350, -1.15192, 0.45087], [3.22897, -4.06872, 3.87721], [2.34438, -6.24950, 3.02398], [0.44661, -6.17470, 1.30311], [-0.09636, -3.90279, 0.34579], [-3.30434, -0.34059, -3.93560], [-3.57624, -1.57895, -3.43330], [-4.74950, -2.25314, -3.81913], [-5.06519, -3.44920, -3.21604], [-4.22744, -4.11031, -2.30292], [-3.05497, -3.42685, -2.01889], [-2.75432, -2.14506, -2.48850], [-1.47037, -1.55120, -1.96775], [-0.84262, -2.15317, -1.05592], [-1.19083, -0.36730, -2.51192], [-0.22264, 0.31220, -1.92240], [0.20134, 1.30840, -2.53391], [1.24370, 2.18503, -2.06040], [1.11519, 3.51239, -2.44184], [1.98933, 4.47056, -2.01476], [2.82762, 4.16732, -0.95781], [2.98163, 2.84709, -0.54045], [2.18893, 1.79072, -1.07814], [2.32747, 0.49789, -0.74356], [-2.31587, -0.12772, -3.49939], [-5.36451, -1.75128, -4.55660], [-5.98537, -4.05844, -3.52242], [-4.51529, -5.05097, -1.91265], [-2.27483, -3.81640, -1.43730], [-0.29699, 1.51926, -3.55314], [0.31220, 3.70179, -3.23174], [1.93979, 5.51224, -2.35798], [3.48516, 4.92392, -0.57968], [3.78691, 2.66774, 0.13943]],
  "forces_ev_per_angstrom": [[0.2, 0.2, -0.6], [-0.6, 0.1, -0.7], [1.7, 0.7, 0.9], [0.2, 0.0, 0.4], [0.5, 0.9, -0.4], [-1.0, -0.5, 0.2], [-0.8, -0.9, -0.6], [-0.1, 0.4, -0.6], [1.2, 0.6, 1.3], [-1.5, -2.3, -0.7], [0.9, 0.5, 0.6], [0.9, -1.7, 0.3], [0.5, 2.2, 0.5], [-0.2, -1.9, -0.8], [-0.7, -1.3, 0.5], [-0.3, 2.3, -1.3], [-2.0, -0.8, -0.5], [0.7, -0.6, 0.0], [-0.7, 2.0, 0.7], [-0.5, -0.5, 0.1], [0.4, -2.4, 0.9], [0.0, 2.4, -0.3], [-0.7, 0.3, -0.1], [0.2, 0.6, 1.0], [-0.8, -0.9, -0.8], [0.0, 0.5, 0.0], [0.0, -0.2, -0.1], [0.1, 0.1, 0.1], [-0.2, 0.3, -0.1], [0.2, 0.5, 0.0], [0.4, -1.4, 0.5], [0.9, 0.4, 0.6], [0.1, 0.2, -0.3], [-0.3, 0.3, -0.6], [0.2, -0.2, 0.2], [0.8, 0.5, 0.0], [0.1, -0.2, -0.4], [1.1, -0.9, 0.7], [-0.5, 1.9, -0.7], [0.3, 0.4, 0.2], [-1.7, -2.0, -0.6], [0.4, 2.1, -1.0], [-0.6, 0.1, -0.1], [0.9, -1.4, 0.5], [-0.4, -0.1, 0.1], [0.0, 0.4, -0.3], [-1.8, -1.5, -0.6], [1.0, -0.8, 1.8], [-0.2, 1.2, -2.8], [-0.4, 0.2, 1.1], [-0.9, -0.2, -2.2], [-0.5, 1.6, 0.6], [0.5, -1.2, -0.8], [-0.3, -0.2, -0.7], [0.4, 0.4, -0.2], [0.3, 0.8, 0.4], [-1.3, 0.0, -0.4], [-0.2, -0.2, 0.0], [1.1, 1.3, 0.3], [0.1, -0.8, 0.4], [0.7, -0.8, 1.1], [0.8, 0.0, 1.4], [1.2, 0.1, 1.1], [-0.1, -0.5, 0.0], [0.2, 0.3, 0.3], [0.1, -0.5, 0.5]],
  "lowdin_charge": [2.007, 0.002, -0.474, -0.063, -0.187, -0.014, -0.101, -0.104, -0.054, -0.218, -0.059, -0.522, 0.062, -0.201, 0.001, -0.056, -0.065, -0.144, 0.005, -0.233, 0.005, -0.045, -0.067, -0.105, -0.010, 0.094, 0.089, 0.088, 0.093, 0.112, 0.129, 0.129, 0.123, 0.116, 0.092, 0.109, 0.084, -0.031, -0.305, -0.035, -0.121, -0.094, -0.035, -0.101, -0.477, -0.156, 0.008, -0.054, -0.116, -0.173, -0.075, -0.123, -0.093, -0.019, -0.354, -0.319, 0.092, 0.107, 0.115, 0.076, 0.083, 0.153, 0.128, 0.098, 0.095, 0.106]
}

(2)
{
  "formula": "C32H22Cl6O20",
  "method": "ωB97M-V/def2-TZVPD",
  "multiplicity": 1,
  "smiles": "O=C1C=C(O)C(=O)C=C1O.O=C1C=C(O)C(=O)C=C1O.O=C1C=C(O)C(=O)C=C1O.O=C1C=C(O)C(=O)C=C1O.O=C1C=C(O)C(=O)C=C1O.ClC(Cl)Cl.ClC(Cl)Cl",
  "gap_ev": 7.647,
  "fmax_ha_per_bohr": 0.0656,
  "e_tot_ha": -5498.499055,
  "species": ["O", "C", "C", "C", "O", "C", "O", "C", "C", "O", "H", "H", "H", "H", "O", "C", "C", "C", "O", "C", "O", "C", "C", "O", "H", "H", "H", "H", "O", "C", "C", "C", "O", "C", "O", "C", "C", "O", "H", "H", "H", "H", "O", "C", "C", "C", "O", "C", "O", "C", "C", "O", "H", "H", "H", "H", "O", "C", "C", "C", "O", "C", "O", "C", "C", "O", "H", "H", "H", "H", "Cl", "C", "Cl", "Cl", "H", "Cl", "C", "Cl", "Cl", "H"],
  "xyz": [[-13.14399, -22.64438, 8.64473], [-13.75637, -21.55865, 8.55126], [-15.16464, -21.33902, 8.62550], [-15.69259, -20.10127, 8.79391], [-16.95994, -19.92752, 9.00113], [-14.87393, -18.82760, 8.72786], [-15.41218, -17.76167, 8.82918], [-13.44005, -19.00217, 8.54504], [-12.93803, -20.24332, 8.31305], [-11.63194, -20.44013, 8.13705], [-15.86017, -22.17128, 8.76211], [-17.28133, -19.00502, 9.12963], [-12.75453, -18.18060, 8.50034], [-11.47342, -21.33928, 7.90046], [-18.71718, -14.06420, 13.91818], [-18.46498, -14.83622, 13.00978], [-17.33743, -14.81349, 12.11973], [-17.31043, -15.65904, 11.07466], [-16.33520, -15.63918, 10.16249], [-18.34847, -16.72946, 10.75402], [-18.15879, -17.49580, 9.83510], [-19.44573, -16.77000, 11.66481], [-19.48341, -15.93157, 12.77332], [-20.46811, -15.97095, 13.68332], [-16.52646, -14.12617, 12.27275], [-16.32537, -16.47583, 9.66843], [-20.18254, -17.55059, 11.46845], [-20.38150, -15.21602, 14.23630], [-11.08844, -18.08355, 6.25702], [-10.27793, -17.19659, 6.34034], [-10.34592, -15.90126, 5.67755], [-9.26243, -15.02005, 5.76025], [-9.19591, -13.79046, 5.30722], [-7.89281, -15.43318, 6.39693], [-7.09548, -14.48648, 6.30765], [-7.86970, -16.70453, 6.98710], [-8.97104, -17.48386, 7.10523], [-9.04185, -18.56904, 7.89113], [-11.22324, -15.56590, 5.16755], [-8.24774, -13.55939, 5.43816], [-7.02233, -17.06484, 7.54275], [-9.89354, -19.01506, 7.61505], [-18.49869, -15.83143, 4.99230], [-17.50002, -16.55497, 5.14949], [-16.10703, -16.34036, 5.35792], [-15.14716, -17.32801, 5.48261], [-13.85796, -16.98385, 5.46318], [-15.47317, -18.82045, 5.39767], [-14.56087, -19.65087, 5.43383], [-16.92036, -19.08287, 5.29583], [-17.85002, -18.06818, 5.25016], [-19.15090, -18.30721, 5.13444], [-15.75500, -15.30730, 5.33434], [-13.14101, -17.67517, 5.43249], [-17.25491, -20.13560, 5.26636], [-19.62299, -17.44753, 5.10158], [-19.19205, -14.69115, 8.95162], [-19.21279, -14.19588, 7.82049], [-20.34880, -14.14457, 6.96661], [-20.17710, -13.76955, 5.67787], [-21.00888, -13.91602, 4.69709], [-18.75832, -13.27045, 5.14075], [-18.70231, -13.00359, 3.95082], [-17.71329, -13.06832, 6.08180], [-17.88342, -13.52170, 7.35266], [-16.93607, -13.40481, 8.34507], [-21.33300, -14.44864, 7.30211], [-20.45965, -13.57952, 3.92659], [-16.75636, -12.66235, 5.78296], [-17.27397, -13.91761, 9.08583], [-8.64559, -13.99004, 9.49467], [-9.72541, -12.60196, 9.61464], [-9.28227, -11.37543, 8.50501], [-9.80066, -12.07236, 11.33667], [-10.71011, -12.94477, 9.35903], [-14.05973, -12.82893, 10.88029], [-13.77810, -14.06858, 9.61613], [-12.67142, -15.34035, 10.11945], [-13.23125, -13.42975, 8.04781], [-14.72790, -14.51101, 9.41174]],
  "forces_ev_per_angstrom": [[-1.2, 2.6, -0.4], [1.6, -0.7, -0.7], [-1.2, -0.3, 0.8], [0.8, 0.2, -0.4], [-1.6, -0.2, 0.2], [1.9, -1.7, -0.1], [-0.8, 1.3, 0.0], [0.1, -1.2, -0.5], [-0.2, -0.5, 1.2], [-0.3, 1.6, 0.0], [0.4, 0.1, -0.2], [0.6, -0.1, -0.1], [-0.1, 0.6, 0.0], [0.1, -1.6, -0.1], [0.4, -0.1, -0.2], [-0.6, -0.1, 0.1], [0.2, -0.2, -0.4], [0.4, -0.4, -0.8], [0.1, 0.6, 0.8], [0.1, 0.9, 1.4], [0.1, -0.2, -0.4], [-0.9, 0.4, 1.8], [-0.9, -1.3, -1.4], [0.3, -1.6, -1.9], [0.1, 0.3, 0.1], [-0.1, -0.3, -0.4], [0.0, 0.4, 0.3], [0.4, 1.5, 1.1], [-1.1, -0.9, 0.2], [1.7, 1.9, -0.9], [1.8, 1.5, 0.6], [-0.8, -1.8, 0.3], [-0.9, -0.7, -0.4], [-1.4, 2.8, -1.3], [0.2, -2.1, 0.6], [0.7, -1.6, 1.5], [-0.7, 0.0, 0.1], [-0.5, 0.5, -1.4], [-0.6, -0.1, -0.2], [0.2, 0.3, 0.2], [0.5, 0.2, 0.0], [0.5, 0.2, 0.5], [2.2, -0.6, 0.0], [-1.5, -2.1, 0.9], [1.4, 1.2, 0.0], [0.2, 0.4, -1.2], [-0.1, 0.2, 0.2], [-0.3, -0.3, 0.3], [-1.3, 1.3, -0.1], [-0.4, -0.1, 0.1], [0.6, -0.5, -0.8], [0.2, -0.2, 0.3], [0.0, -0.3, 0.0], [-1.3, 0.0, 0.3], [0.2, 0.7, 0.1], [0.4, -0.1, -0.1], [0.1, 0.4, -0.9], [1.0, 0.4, 1.2], [-0.7, 0.3, -0.8], [2.4, -0.3, 0.4], [-0.1, 0.6, -0.9], [-1.5, 0.2, -0.2], [-0.4, -0.2, 0.5], [0.9, -0.5, 1.8], [0.2, 0.1, 0.5], [-1.2, 0.1, -2.2], [0.2, -0.3, 0.2], [-0.6, -0.2, 0.0], [-0.1, 0.1, -0.2], [-0.3, -0.4, 0.5], [0.1, -0.2, 0.0], [-0.2, -0.7, 1.1], [0.3, 0.8, -0.4], [0.1, 0.1, -0.7], [-0.3, -0.1, 0.0], [0.4, -0.4, -0.6], [0.0, 0.2, -0.3], [0.0, 0.1, 0.3], [0.1, 0.4, 0.3], [-0.4, -0.2, 0.1]],
  "lowdin_charge": [0.081, -0.279, 0.061, -0.240, 0.134, -0.303, 0.099, 0.067, -0.185, 0.109, 0.143, 0.097, 0.108, 0.107, 0.115, -0.313, 0.078, -0.209, 0.046, -0.336, 0.093, 0.084, -0.168, 0.127, 0.114, 0.072, 0.138, 0.089, 0.089, -0.315, 0.079, -0.202, 0.111, -0.314, 0.066, 0.042, -0.185, 0.113, 0.111, 0.107, 0.135, 0.108, 0.076, -0.251, 0.068, -0.187, 0.093, -0.306, 0.097, 0.066, -0.201, 0.108, 0.130, 0.124, 0.139, 0.124, 0.082, -0.285, 0.047, -0.247, 0.130, -0.332, 0.095, 0.044, -0.144, 0.074, 0.135, 0.135, 0.137, 0.068, 0.555, -1.571, 0.591, 0.500, -0.059, 0.551, -1.511, 0.559, 0.542, -0.054]
}

(3)
{
  "formula": "C32H22F4IN4P2Sc",
  "method": "ωB97M-V/def2-TZVPD",
  "charge": 2,
  "multiplicity": 1,
  "gap_ev": [5.227, 5.226],
  "fmax_ha_per_bohr": 0.0040,
  "e_tot_ha": -3591.657270,
  "species": ["Sc", "I", "C", "C", "C", "C", "C", "C", "C", "C", "C", "C", "H", "H", "H", "H", "H", "H", "C", "P", "C", "C", "C", "C", "C", "C", "C", "P", "C", "C", "H", "H", "H", "H", "H", "H", "H", "H", "H", "H", "H", "H", "H", "H", "H", "H", "F", "C", "C", "F", "C", "C", "C", "F", "C", "C", "C", "N", "C", "N", "F", "C", "C", "N", "C", "N"],
  "xyz": [[-0.53561, -0.60134, -1.59837], [-1.04615, -1.07502, -4.45161], [-1.75097, -3.03217, -4.11801], [-2.15933, -3.83319, -5.13844], [-2.61362, -5.13302, -4.81590], [-2.63709, -5.56432, -3.51932], [-2.20941, -4.72053, -2.46571], [-2.21407, -5.13046, -1.10395], [-1.79303, -4.29629, -0.10923], [-1.34588, -2.99220, -0.43799], [-1.32458, -2.54114, -1.73835], [-1.75570, -3.41829, -2.76588], [-2.14476, -3.50298, -6.16796], [-2.94347, -5.78310, -5.61432], [-2.98607, -6.56177, -3.28453], [-2.56028, -6.12851, -0.86543], [-1.80261, -4.62531, 0.92090], [-1.02213, -2.35215, 0.39057], [2.95555, -1.56265, -0.32360], [2.14610, -0.55724, -1.60176], [2.98515, -1.03573, -3.14172], [2.61876, 1.17236, -1.29384], [3.82678, 1.46686, -0.66563], [4.20277, 2.78233, -0.43915], [3.37318, 3.81836, -0.83812], [2.17025, 3.53918, -1.46758], [1.77898, 2.22368, -1.70320], [0.20438, 1.87772, -2.55476], [-0.91293, 3.24674, -2.12134], [0.56079, 2.18007, -4.31555], [4.04145, -1.50705, -0.39530], [2.65556, -2.60184, -0.46214], [2.64264, -1.23693, 0.66810], [4.05862, -0.86796, -3.04867], [2.60559, -0.44866, -3.97647], [2.79903, -2.09037, -3.34679], [4.48663, 0.67112, -0.34533], [5.14332, 2.99589, 0.05043], [3.65713, 4.84581, -0.65590], [1.53074, 4.36244, -1.75697], [-0.54534, 4.19751, -2.50702], [-1.01873, 3.32945, -1.04017], [-1.89113, 3.05598, -2.56415], [0.99399, 3.17307, -4.44010], [-0.36223, 2.12575, -4.89515], [1.26389, 1.44196, -4.69953], [-0.32200, 4.01318, 4.31885], [-0.72679, 2.80834, 4.68542], [-1.05884, 2.58344, 5.97207], [-0.96968, 3.57043, 6.82966], [-1.51209, 1.28588, 6.44558], [-1.57914, 0.25410, 5.42394], [-1.24610, 0.49755, 4.14430], [-1.32252, -0.48624, 3.24579], [-0.80087, 1.78100, 3.68348], [-0.47372, 2.01608, 2.36379], [-0.56648, 1.04332, 1.33916], [-0.64305, 0.37309, 0.40426], [-0.01655, 3.26379, 1.82675], [0.34533, 4.19544, 1.25948], [-1.97389, -0.95168, 5.75866], [-1.84438, 1.05329, 7.74633], [-2.28231, -0.22069, 8.23325], [-2.60266, -1.23392, 8.66866], [-1.78505, 2.05159, 8.77087], [-1.74538, 2.79596, 9.64467]],
  "forces_ev_per_angstrom": [[0.0, -0.1, 0.1], [0.0, 0.0, 0.0], [0.0, 0.0, 0.0], [0.0, 0.0, 0.0], [0.0, 0.0, 0.0], [0.0, 0.0, 0.0], [0.0, 0.0, 0.0], [0.0, 0.0, 0.0], [0.0, 0.0, 0.0], [0.0, 0.0, 0.0], [0.1, 0.0, 0.0], [0.0, 0.0, 0.0], [0.0, 0.0, 0.0], [0.0, 0.0, 0.0], [0.0, 0.0, 0.0], [0.0, 0.0, 0.0], [0.0, 0.0, 0.0], [0.0, 0.0, 0.0], [0.0, 0.0, 0.0], [0.0, -0.1, 0.0], [0.0, 0.0, 0.0], [0.0, 0.0, 0.0], [0.0, 0.0, 0.0], [0.0, 0.0, 0.0], [0.0, 0.0, 0.0], [0.0, 0.0, 0.0], [0.0, 0.0, 0.0], [0.0, 0.0, 0.0], [0.0, 0.0, 0.0], [0.0, 0.0, 0.0], [0.0, 0.0, 0.0], [0.0, 0.0, 0.0], [0.0, 0.0, 0.0], [0.0, 0.0, 0.0], [0.0, 0.0, 0.0], [0.0, 0.0, 0.0], [0.0, 0.0, 0.0], [0.0, 0.0, 0.0], [0.0, 0.0, 0.0], [0.0, 0.0, 0.0], [0.0, 0.0, 0.0], [0.0, 0.0, 0.0], [0.0, 0.0, 0.0], [0.0, 0.0, 0.0], [0.0, 0.0, 0.0], [0.0, 0.0, 0.0], [0.0, 0.0, 0.0], [0.0, 0.0, 0.0], [0.0, 0.0, 0.0], [0.0, 0.0, 0.0], [0.0, 0.0, 0.0], [0.0, 0.0, 0.0], [0.0, 0.0, 0.0], [0.0, 0.0, 0.0], [0.0, 0.0, 0.0], [0.1, 0.0, 0.0], [-0.2, 0.0, 0.0], [0.1, 0.1, 0.0], [0.0, 0.0, 0.0], [0.0, 0.0, 0.0], [0.0, 0.0, 0.0], [-0.1, 0.0, 0.0], [0.1, 0.0, 0.0], [0.0, 0.0, 0.0], [0.0, 0.0, 0.0], [0.0, 0.0, 0.0]],
  "lowdin_charge": [0.578, 1.172, -0.574, -0.102, -0.039, 0.003, -0.145, 0.010, -0.051, -0.136, -0.286, -0.271, 0.112, 0.121, 0.128, 0.129, 0.115, 0.079, -0.238, 0.839, -0.223, -0.385, -0.069, -0.036, -0.038, -0.083, -0.387, 0.802, -0.238, -0.261, 0.056, 0.057, 0.055, 0.068, 0.032, 0.061, 0.105, 0.122, 0.124, 0.106, 0.059, 0.029, 0.058, 0.066, 0.044, 0.032, 0.157, -0.131, -0.115, 0.184, 0.004, -0.118, -0.129, 0.129, 0.009, -0.110, -0.075, 0.152, -0.161, 0.233, 0.177, -0.075, -0.130, 0.262, -0.129, 0.267]
}